No. 1
Molecular formula: C41H20ClIIrN9O
Method: DFT, wB97M-V/def2-TZVPD

```
! RIJCOSX wB97M-V def2-TZVPD def2/J DEFGRID3
* xyz 0 5
Ir -0.04536 -0.47510 0.52887
C -2.60439 5.51152 -1.39481
C -2.10889 5.75550 -0.10562
C -1.60906 4.69211 0.63921
C -1.50069 3.39922 0.07463
C -0.92169 2.34651 0.89589
N -0.21348 2.65327 1.96793
C 0.44054 1.73281 2.61615
C 1.14368 1.90375 3.90340
C 0.99738 2.90733 4.85870
C 1.72690 2.80894 6.05147
C 2.55610 1.67505 6.28010
C 2.62604 0.63150 5.36244
C 1.97882 0.78639 4.14642
C 1.76876 -0.09077 3.01468
N 2.37317 -1.25275 2.87513
C 2.07630 -2.18127 2.01128
N 1.07965 -2.07456 1.03313
C 0.94004 -3.27522 0.35704
N 0.00334 -3.62437 -0.49451
C -0.97358 -2.82299 -0.90640
N -1.01579 -1.45328 -1.04462
C -2.04003 -1.19595 -2.04530
N -2.16290 -0.18608 -2.90321
C -1.41904 1.83941 -1.71029
N -1.16987 1.05898 0.53363
C -1.89047 3.20313 -1.22733
C -2.50116 4.22359 -1.94136
C -2.74432 -2.41720 -2.31423
C -3.80644 -2.74818 -3.14071
C -4.33929 -4.04398 -3.14788
C -3.67267 -4.98786 -2.37418
C -2.51783 -4.71305 -1.64175
C -2.06352 -3.42182 -1.59627
C 1.86405 -4.25681 0.96915
C 2.10885 -5.58981 0.65243
C 3.00679 -6.30986 1.47613
C 3.60916 -5.65328 2.55896
C 3.49513 -4.29272 2.71229
C 2.55867 -3.57437 1.97946
N 0.81524 0.45947 2.13230
H -2.98476 6.29888 -2.02171
H -2.28718 6.72893 0.36674
H -1.26011 4.85317 1.67210
H 0.25136 3.74106 4.67479
H 1.78211 3.59678 6.85296
H 3.04259 1.51811 7.27095
H 3.17934 -0.23923 5.55531
H -2.87941 4.05424 -2.97898
H -4.19758 -1.95282 -3.78769
H -5.26635 -4.27181 -3.74068
H -4.08262 -5.98515 -2.36640
H -1.97705 -5.51125 -1.15844
H 1.51939 -6.04317 -0.19881
H 3.19404 -7.36361 1.28443
H 4.33210 -6.21791 3.10351
H 3.99256 -3.79420 3.53617
Cl 0.84853 4.63949 -4.47778
C 0.07181 3.30371 -3.85766
C -1.12043 2.95157 -4.48311
C -1.85504 1.76139 -4.20915
I -3.15802 1.00639 -5.64954
C -1.89808 1.11914 -2.94664
O -1.95904 0.99716 -0.69754
C 0.11876 1.65345 -1.85243
N 0.80574 0.79643 -1.05586
C 2.13131 0.83540 -1.12295
C 2.90295 1.59724 -2.02913
C 2.20465 2.44209 -2.87763
C 0.77746 2.46685 -2.83667
H -1.46692 3.57244 -5.31023
H 2.65087 0.12121 -0.50710
H 3.93198 1.36551 -2.13458
H 2.80695 3.01132 -3.65862
*
```

## Properties
- expectation value of S² = 6.10
- DFT total energy (hartree) = -3004.534264
- HOMO-LUMO gap (spin up / spin down) (eV) = 4.56 / 2.95
- E_HOMO (spin up / spin down) (eV) = -5.5863 / -6.3384

No. 2
Molecular formula: C4H9N3
Method: DFT, wB97M-V/def2-TZVPD

```
! RIJCOSX wB97M-V def2-TZVPD def2/J DEFGRID3
* xyz 0 1
C 0.47445 0.27052 2.52314
C 0.48859 0.02088 1.13113
C -1.17354 0.34309 -1.93288
C -0.40061 -0.96272 -1.50386
H -0.02811 -0.65923 3.05086
H 1.44305 0.04664 3.00454
H 0.02558 1.22598 2.79972
H 1.31857 -0.87500 -0.42176
H -0.78775 1.52026 0.17366
H -1.91253 0.50532 -1.22537
H -1.39203 0.97760 -2.89405
H -0.90014 -1.67245 -0.65369
H -0.01045 -1.59108 -2.36173
N 1.41025 -0.70024 0.66261
N -0.60908 0.57919 0.16476
N 0.04319 0.47696 -1.22414
*
```

## Properties
- DFT total energy (hartree) = -321.891466
- HOMO-LUMO gap (eV) = 10.16
- structure (SMILES) = [H]/N=C(/C)NN1CC1
- E_HOMO (eV) = -9.0917

No. 3
Molecular formula: C4H11NO2
Method: DFT, wB97M-V/def2-TZVPD

```
! RIJCOSX wB97M-V def2-TZVPD def2/J DEFGRID3
* xyz 0 1
C 2.77862 -0.20754 -1.08315
C 1.30012 -0.03395 -1.00178
C 0.58777 -0.10642 0.10701
N -0.80577 0.07323 0.06358
C -1.39412 0.17409 1.18098
H 3.26551 0.52128 -1.72006
H 3.24593 -0.18899 -0.09339
H 3.03953 -1.19212 -1.47868
H 0.78709 0.18713 -1.93052
H 1.03287 -0.30629 1.07727
H -0.86701 0.06231 2.12521
H -2.46043 0.33801 1.24296
H -2.38969 -3.43033 -0.25364
H -1.25324 -2.43268 -0.04191
O -1.92872 -2.93540 0.43149
H -1.81366 2.47214 0.10485
H -1.14079 3.73901 0.64623
O -1.98401 3.26653 0.62355
*
```

## Properties
- DFT total energy (hartree) = -364.193769
- HOMO-LUMO gap (eV) = 10.17
- structure (SMILES) = C=N/C=C/C.O.O
- E_HOMO (eV) = -9.3507

No. 4
Molecular formula: C4H8NO2
Method: DFT, wB97M-V/def2-TZVPD

```
! RIJCOSX wB97M-V def2-TZVPD def2/J DEFGRID3
* xyz 1 1
C 3.43411 0.02129 0.21883
C -0.29660 0.28650 0.06041
C -1.26383 -0.37701 -0.58994
C -1.59578 -1.72966 -0.06693
N -0.14249 1.78844 0.00645
O 2.61248 0.72414 -0.20801
O 4.36828 -0.52868 0.56085
H 0.31998 -0.16374 0.88227
H -1.84691 -0.08725 -1.39104
H -2.42126 -1.59301 0.65730
H -0.83257 -2.02855 0.72696
H -1.93212 -2.49925 -0.88366
H -0.74301 2.09807 0.80487
H -0.47745 2.12832 -0.90145
H 0.81717 1.96038 0.12309
*
```

## Properties
- DFT total energy (hartree) = -362.181543
- HOMO-LUMO gap (eV) = 10.99
- E_HOMO (eV) = -14.5678

No. 5
Molecular formula: C6H13N
Method: DFT, wB97M-V/def2-TZVPD

```
! RIJCOSX wB97M-V def2-TZVPD def2/J DEFGRID3
* xyz 0 1
C -3.52311 -0.80641 -0.77288
C -2.29397 -0.85006 0.21043
C -1.28021 0.19023 -0.14314
C 0.04625 0.03432 -0.50433
N 1.11067 -0.06066 0.36018
C 2.49719 0.18948 -0.02842
C 3.30616 1.17517 0.84162
H -4.41048 -1.15120 -0.25934
H -3.51486 0.25679 -1.01557
H -3.28077 -1.27192 -1.73857
H -1.86699 -1.84964 0.28608
H -2.75888 -0.53714 1.16768
H -1.64305 1.15880 -0.51559
H 0.43380 0.19324 -1.54450
H 0.99278 0.52472 1.17316
H 3.03885 -0.74298 0.04771
H 2.53129 0.59344 -1.02966
H 3.27621 0.86510 1.90507
H 2.80540 2.16524 0.93120
H 4.34359 1.23550 0.52652
*
```

## Properties
- DFT total energy (hartree) = -291.035297
- HOMO-LUMO gap (eV) = 7.41
- structure (SMILES) = CC/C=C\NCC
- E_HOMO (eV) = -6.6255